w:
The molecule C2H8NO2P, computed with the ωB97M-V functional and the def2-TZVPD basis.

HOMO: -8.39 eV
orbital gap: 9.288 eV
charge: 0
structure (SMILES): COPOCN

Bonds (Å) are listed after each position.
Positions of all 14 atoms, in Å:
1 C -1.079 2.335 -1.255  O2 1.410, H7 1.019, H8 1.047, H9 1.120
2 O -0.284 1.223 -1.603  C1 1.410, P3 1.679
3 P 0.815 0.265 -0.773  O2 1.679, O4 1.688, H10 1.557
4 O -0.265 -0.412 0.334  P3 1.688, C5 1.393
5 C 0.147 -1.216 1.393  O4 1.393, N6 1.418, H11 1.144, H12 1.165
6 N 1.247 -2.049 1.064  C5 1.418, H13 1.025, H14 0.978
7 H -0.581 3.224 -1.259  C1 1.019
8 H -1.296 2.194 -0.241  C1 1.047
9 H -1.879 2.434 -2.032  C1 1.120
10 H 0.716 -0.819 -1.886  P3 1.557
11 H 0.581 -0.446 2.119  C5 1.144
12 H -0.932 -1.587 1.628  C5 1.165
13 H 0.771 -2.942 0.896  N6 1.025
14 H 2.040 -2.205 1.614  N6 0.978



x:
A cluster of 2 separate species, C2H8NO2P in total, computed with the ωB97M-V functional and the def2-TZVPD basis.

HOMO (spin up / spin down): -10.47 / -8.62 eV
orbital gap (spin up / spin down): 9.336 / 7.315 eV
charge: 0

Bonds (Å) are listed after each position.
Positions of all 14 atoms, in Å:
1 C 1.519 -0.812 0.012  C2 1.466, H7 1.071, H8 1.111, H9 1.088
2 C 0.072 -1.020 -0.081  C1 1.466, O5 1.368, H10 1.192, H11 1.116
3 N -0.146 1.231 -1.672  H12 1.027, H13 0.948
4 O -1.445 1.250 2.667  P6 1.450
5 O -0.544 -0.429 0.988  C2 1.368, P6 1.616
6 P -1.498 0.844 1.276  O4 1.450, O5 1.616, H14 1.433
7 H 1.817 -1.505 0.773  C1 1.071
8 H 2.099 -0.740 -0.933  C1 1.111
9 H 1.434 0.196 0.416  C1 1.088
10 H -0.050 -2.205 -0.045  C2 1.192
11 H -0.393 -0.556 -0.983  C2 1.116
12 H 0.713 1.507 -1.182  N3 1.027
13 H -0.829 1.823 -1.957  N3 0.948
14 H -2.747 0.415 0.720  P6 1.433



y:
The molecule C2H8NO2P, computed with the ωB97M-V functional and the def2-TZVPD basis.

HOMO: -8.50 eV
orbital gap: 9.512 eV
charge: 0
structure (SMILES): C=[P@@H](O)OCN

Bonds (Å) are listed after each position.
Positions of all 14 atoms, in Å:
1 C -0.154 0.981 -2.217  P2 1.597, H7 1.100, H8 1.064
2 P -0.394 0.711 -0.662  C1 1.597, O3 1.662, O4 1.625, H9 1.385
3 O -1.712 -0.275 -0.431  P2 1.662, H10 0.977
4 O 0.816 -0.288 -0.240  P2 1.625, C5 1.446
5 C 1.119 -0.384 1.170  O4 1.446, N6 1.372, H11 1.036, H12 1.132
6 N 0.145 -1.053 1.867  C5 1.372, H13 1.021, H14 1.055
7 H -0.919 1.651 -2.637  C1 1.100
8 H 0.750 1.455 -2.516  C1 1.064
9 H -0.848 1.403 0.450  P2 1.385
10 H -1.501 -1.027 -1.018  O3 0.977
11 H 2.023 -0.887 1.218  C5 1.036
12 H 1.173 0.688 1.534  C5 1.132
13 H 0.353 -2.051 1.940  N6 1.021
14 H -0.850 -0.924 1.542  N6 1.055



Which of them is least stable? Easy: x.



w:
The molecule C4H10N2S, computed with the ωB97M-V functional and the def2-TZVPD basis.

HOMO: -9.16 eV
orbital gap: 10.015 eV
charge: 0
structure (SMILES): NC[C@]1(N)C[C@@H]1S

Bonds (Å) are listed after each position.
Positions of all 17 atoms, in Å:
1 N 1.962 -1.177 -0.052  C2 1.505, H8 1.094, H9 1.074
2 C 1.189 0.046 -0.468  N1 1.505, C3 1.488, H10 1.071, H11 1.171
3 C -0.291 -0.029 -0.345  C2 1.488, N4 1.452, C5 1.535, C6 1.525
4 N -1.062 -0.896 -1.218  C3 1.452, H12 1.034, H13 0.998
5 C -0.897 1.354 -0.061  C3 1.535, C6 1.510, H14 1.049, H15 1.110
6 C -1.056 0.241 0.946  C3 1.525, C5 1.510, S7 1.951, H16 1.063
7 S -0.156 0.548 2.650  C6 1.951, H17 1.334
8 H 1.839 -1.926 -0.840  N1 1.094
9 H 1.486 -1.712 0.749  N1 1.074
10 H 1.671 0.825 0.088  C2 1.071
11 H 1.404 0.052 -1.619  C2 1.171
12 H -0.601 -1.819 -1.141  N4 1.034
13 H -0.648 -0.601 -2.077  N4 0.998
14 H -0.364 2.196 0.266  C5 1.049
15 H -1.677 1.451 -0.844  C5 1.110
16 H -2.008 -0.230 1.005  C6 1.063
17 H -0.790 1.679 2.961  S7 1.334



x:
The molecule C4H10N2S, computed with the ωB97M-V functional and the def2-TZVPD basis.

HOMO: -8.18 eV
orbital gap: 8.981 eV
charge: 0
structure (SMILES): CN(C)N(C)C=S

Bonds (Å) are listed after each position.
Positions of all 17 atoms, in Å:
1 C 0.044 -1.302 -1.236  N2 1.429, H8 1.100, H9 1.106, H10 1.088
2 N 0.342 -0.551 -0.056  C1 1.429, C3 1.487, N4 1.376
3 C 0.292 -1.166 1.297  N2 1.487, H11 1.093, H12 1.112, H13 1.111
4 N -0.118 0.745 -0.014  N2 1.376, C5 1.451, C6 1.340
5 C 0.912 1.756 -0.167  N4 1.451, H14 1.058, H15 1.071, H16 1.103
6 C -1.423 1.023 0.110  N4 1.340, S7 1.629, H17 1.086
7 S -2.681 -0.006 0.002  C6 1.629
8 H 0.949 -1.874 -1.493  C1 1.100
9 H -0.754 -2.051 -1.079  C1 1.106
10 H -0.290 -0.621 -2.015  C1 1.088
11 H 0.994 -2.005 1.286  C3 1.093
12 H 0.606 -0.427 2.067  C3 1.112
13 H -0.756 -1.478 1.497  C3 1.111
14 H 0.497 2.649 0.220  C5 1.058
15 H 1.221 1.792 -1.192  C5 1.071
16 H 1.766 1.443 0.458  C5 1.103
17 H -1.601 2.074 0.317  C6 1.086



Which of them is least stable? Easy: w.